[1]
C26H18CrN4O3S | wB97M-V/def2-TZVPD

- 2S+1 = 4
- LUMO level (alpha / beta) (eV) = 2.590 / 2.590
- total charge = -1
- gap between HOMO and LUMO (alpha / beta) (Eh) = 0.2024 / 0.1970

Geometry (Å):
Cr -0.01 0.03 0.00
O 4.41 -2.45 -0.18
C 4.79 -1.17 -0.34
C 6.16 -0.94 -0.44
C 6.64 0.35 -0.60
C 5.76 1.41 -0.67
C 4.40 1.18 -0.57
C 3.88 -0.10 -0.40
C 2.42 -0.32 -0.26
O 1.76 0.79 -0.01
N 1.98 -1.54 -0.36
N 0.59 -1.65 -0.03
C -0.22 -1.71 -1.13
C -1.66 -1.51 -0.91
C -2.61 -2.34 -1.50
C -3.94 -2.19 -1.17
C -4.28 -1.18 -0.25
C -3.33 -0.38 0.28
N -1.92 -0.47 -0.01
H 3.42 -2.43 -0.14
H 6.84 -1.78 -0.38
H 7.71 0.52 -0.67
H 6.12 2.42 -0.79
H 3.71 2.02 -0.61
H 0.15 -1.87 -2.14
H -2.29 -3.12 -2.17
H -4.69 -2.84 -1.59
H -5.31 -1.03 0.05
H -3.63 0.38 0.97
S -1.30 0.99 4.22
C 0.10 -0.04 4.40
C 0.70 -0.48 5.56
C 1.82 -1.29 5.46
C 2.31 -1.66 4.20
C 1.70 -1.22 3.04
C 0.58 -0.40 3.12
N -0.13 0.12 2.05
C -1.15 0.88 2.49
C -2.00 1.54 1.56
C -3.09 2.38 1.87
C -3.82 2.95 0.86
C -3.49 2.71 -0.51
C -2.44 1.91 -0.85
C -1.67 1.29 0.19
H 0.32 -0.19 6.53
H 2.30 -1.65 6.35
H 3.18 -2.30 4.14
H 2.09 -1.51 2.08
H -3.37 2.59 2.90
H -4.66 3.60 1.10
H -4.08 3.18 -1.30
H -2.19 1.72 -1.89
O 0.48 1.67 0.01

***

[2]
C47H62F3IN10O25S | wB97M-V/def2-TZVPD

- 2S+1 = 1
- LUMO level (eV) = -2.071
- SMILES = CCCc1c(CC(=O)I)c(CCC)c(S(=O)(=O)C(F)(F)F)c2c1C(=O)c1cc(OC(=O)c3ccccc3)cc(CCCCn3cccc3)c1C2=O.C[N+](=O)[O-].C[N+](=O)[O-].C[N+](=O)[O-].C[N+](=O)[O-].C[N+](=O)[O-].C[N+](=O)[O-].C[N+](=O)[O-].C[N+](=O)[O-].C[N+](=O)[O-]
- ΔE to the lowest compared entry with this formula, charge and spin (kJ/mol) = 3989.60
- gap between HOMO and LUMO (Eh) = 0.1715

Geometry (Å):
C 2.58 -2.01 7.16
C 2.04 -0.43 7.17
C 0.43 -0.34 6.91
C 0.16 1.01 5.96
C -0.20 2.46 6.69
C -0.25 2.62 8.35
C 1.20 3.18 8.97
O 2.37 2.76 8.43
I 1.34 4.58 10.68
C -0.50 3.73 5.67
C -0.87 5.17 6.45
C 0.52 5.96 6.79
C 1.85 5.39 6.03
C -0.42 3.61 4.00
S -0.81 5.13 3.02
O -0.20 6.47 3.59
O -0.50 5.12 1.52
C -2.70 5.38 3.17
F -3.45 4.98 1.96
F -3.24 4.58 4.32
F -3.02 6.80 3.46
C -0.02 2.20 3.28
C 0.25 0.91 4.32
C 0.59 -0.56 3.60
O 1.51 -1.41 4.07
C -0.30 -0.82 2.20
C -0.91 -2.28 1.77
C -1.75 -2.46 0.34
O -2.29 -3.75 -0.14
C -1.48 -4.24 -1.31
O -1.83 -3.96 -2.59
C -0.07 -5.09 -1.14
C 0.17 -6.60 -1.81
C 1.63 -7.41 -1.64
C 2.90 -6.77 -0.80
C 2.67 -5.28 -0.14
C 1.24 -4.48 -0.32
C -1.98 -1.14 -0.65
C -1.37 0.36 -0.24
C -1.60 1.58 -1.29
C -2.06 3.01 -0.65
C -3.01 3.92 -1.69
C -2.14 4.97 -2.61
N -1.28 5.95 -1.83
C 0.26 5.85 -1.83
C 1.08 6.93 -0.91
C -0.20 7.77 -0.29
C -1.60 7.10 -0.91
C -0.56 0.47 1.17
C 0.15 1.89 1.69
O 0.87 2.55 0.79
H 1.73 -2.74 6.77
H 2.92 -2.25 8.25
H 3.52 -2.08 6.46
H 2.32 0.11 8.18
H 2.58 0.08 6.24
H 0.05 -1.25 6.24
H -0.24 -0.35 7.87
H -1.15 3.29 8.72
H -0.41 1.57 8.89
H -1.50 5.01 7.42
H -1.54 5.87 5.75
H 0.71 5.85 7.94
H 0.39 7.11 6.57
H 2.17 4.30 6.33
H 1.82 5.43 4.86
H 2.76 6.09 6.36
H -0.71 -3.21 2.48
H -0.65 -7.16 -2.43
H 1.82 -8.49 -2.11
H 3.93 -7.30 -0.62
H 3.58 -4.81 0.45
H 1.16 -3.41 0.15
H -2.58 -1.27 -1.65
H -0.64 1.73 -1.95
H -2.47 1.25 -2.03
H -1.06 3.66 -0.55
H -2.66 2.94 0.35
H -3.50 3.15 -2.43
H -3.88 4.49 -1.12
H -1.41 4.40 -3.36
H -2.85 5.63 -3.31
H 0.96 5.10 -2.38
H 2.24 7.06 -0.71
H -0.08 8.67 0.46
H -2.67 7.47 -0.62
C -3.91 -5.84 -4.28
N -4.61 -7.06 -4.77
O -3.95 -8.11 -4.80
O -5.79 -6.93 -5.12
H -2.89 -6.10 -4.01
H -3.93 -5.11 -5.08
H -4.46 -5.48 -3.40
C 4.25 -5.79 8.47
N 2.98 -5.17 8.00
O 2.44 -4.36 8.77
O 2.57 -5.51 6.89
H 4.50 -5.40 9.46
H 4.09 -6.87 8.50
H 5.03 -5.53 7.74
C 0.44 11.25 -2.90
N -0.25 10.03 -3.39
O 0.41 8.98 -3.42
O -1.43 10.16 -3.74
H 1.47 11.00 -2.63
H 0.43 11.99 -3.71
H -0.10 11.61 -2.02
C -0.37 -4.56 -5.97
N -1.06 -5.78 -6.47
O -0.41 -6.83 -6.49
O -2.24 -5.65 -6.81
H 0.66 -4.82 -5.70
H -0.38 -3.82 -6.78
H -0.92 -4.20 -5.10
C -3.14 0.77 -5.31
N -1.98 1.69 -5.16
O -2.24 2.89 -4.97
O -0.86 1.19 -5.24
H -4.07 1.34 -5.22
H -3.07 0.30 -6.30
H -3.07 0.02 -4.52
C 7.22 -9.34 9.87
N 5.95 -8.72 9.41
O 5.41 -7.91 10.17
O 5.54 -9.06 8.30
H 7.47 -8.95 10.86
H 7.07 -10.42 9.91
H 8.00 -9.08 9.15
C -2.70 -7.05 -9.63
N -2.87 -6.04 -10.71
O -3.88 -6.13 -11.41
O -1.97 -5.20 -10.83
H -3.56 -7.72 -9.64
H -1.78 -7.59 -9.82
H -2.65 -6.50 -8.68
C -0.09 5.67 -6.87
N 0.83 5.03 -5.89
O 1.88 4.56 -6.34
O 0.46 5.01 -4.71
H 0.35 5.62 -7.86
H -1.04 5.13 -6.84
H -0.22 6.71 -6.56
C 0.43 -3.77 -12.72
N 1.59 -2.85 -12.57
O 1.33 -1.65 -12.38
O 2.71 -3.35 -12.65
H -0.50 -3.20 -12.63
H 0.50 -4.23 -13.71
H 0.50 -4.52 -11.93

***

[3]
C47H56Br2N2O4P2PbSSi | wB97M-V/def2-TZVPD

- 2S+1 = 1
- LUMO level (eV) = 0.139
- gap between HOMO and LUMO (Eh) = 0.2774

Geometry (Å):
Pb -0.92 -0.93 -0.69
C 3.53 1.47 -3.69
N 2.54 1.04 -2.68
P 2.89 -0.06 -1.40
C 4.32 0.73 -0.56
C 5.64 0.84 -0.94
C 6.52 1.49 -0.08
C 6.12 1.79 1.21
C 4.79 1.74 1.56
C 3.91 1.22 0.67
C 3.87 -1.44 -2.17
C 4.82 -2.21 -1.46
C 5.33 -3.33 -2.13
C 4.93 -3.68 -3.42
C 3.92 -2.92 -4.05
C 3.44 -1.79 -3.46
P 1.15 1.96 -2.26
C 1.61 3.70 -2.63
C 1.14 4.41 -3.76
C 1.29 5.80 -3.80
C 1.97 6.44 -2.70
C 2.51 5.67 -1.70
C 2.30 4.32 -1.60
C -0.04 1.71 -3.67
C 0.26 1.11 -4.89
C -0.67 1.11 -5.90
C -1.91 1.71 -5.69
C -2.20 2.36 -4.46
C -1.25 2.33 -3.44
H 3.88 0.57 -4.26
H 4.42 1.91 -3.25
H 3.05 2.18 -4.32
H 6.05 0.47 -1.92
H 7.51 1.61 -0.41
H 6.93 2.01 1.92
H 4.39 2.12 2.50
H 2.83 1.18 0.85
H 5.17 -1.96 -0.44
H 6.11 -3.95 -1.59
H 5.39 -4.55 -3.89
H 3.62 -3.29 -5.03
H 2.77 -1.10 -3.92
H 0.51 3.93 -4.47
H 0.99 6.39 -4.68
H 2.12 7.48 -2.81
H 3.11 6.13 -0.96
H 2.52 3.66 -0.70
H 1.25 0.73 -4.93
H -0.41 0.69 -6.84
H -2.66 1.69 -6.44
H -3.12 2.93 -4.26
H -1.47 2.78 -2.48
C -0.01 -4.34 -1.89
C -1.50 -4.26 -1.74
C -2.43 -5.40 -1.96
C -3.77 -5.32 -1.84
C -4.34 -4.12 -1.39
C -5.74 -3.96 -1.22
Br -6.93 -5.41 -1.15
C -6.18 -2.76 -0.75
C -5.32 -1.68 -0.56
Br -6.15 0.00 -0.16
C -3.97 -1.74 -0.77
O -3.17 -0.78 -0.59
C -3.45 -3.03 -1.24
N -2.08 -3.12 -1.43
H 0.34 -5.36 -2.08
H 0.49 -3.96 -1.00
H 0.32 -3.71 -2.71
H -2.05 -6.41 -2.18
H -4.40 -6.19 -1.92
H -7.21 -2.61 -0.42
C -3.89 -2.36 4.90
C -3.66 -1.57 3.61
C -3.72 -2.66 2.52
C -4.70 -0.44 3.50
O -2.38 -0.97 3.66
Si -1.11 -0.63 2.77
S -0.51 -2.16 1.52
O -0.16 0.08 3.88
C 0.32 -0.13 5.19
C -0.78 0.16 6.20
C 0.83 -1.63 5.37
C 1.52 0.75 5.40
O -1.25 0.59 1.65
C -1.30 2.01 1.85
C 0.09 2.59 2.02
C -1.92 2.58 0.60
C -2.14 2.42 3.03
H -4.77 -2.98 4.89
H -3.96 -1.70 5.80
H -3.02 -2.99 5.00
H -4.73 -3.01 2.45
H -3.00 -3.43 2.72
H -3.45 -2.22 1.52
H -5.77 -0.75 3.43
H -4.51 0.21 2.63
H -4.52 0.25 4.32
H -1.59 -0.54 5.99
H -1.23 1.14 5.93
H -0.45 0.17 7.22
H -0.03 -2.30 5.06
H 1.18 -1.89 6.32
H 1.61 -1.73 4.64
H 1.23 1.75 5.15
H 2.44 0.54 4.76
H 1.85 0.73 6.47
H 0.65 2.26 1.14
H 0.65 2.19 2.92
H -0.04 3.65 2.06
H -1.29 2.43 -0.24
H -1.87 3.68 0.70
H -2.98 2.29 0.52
H -1.64 2.01 3.93
H -3.16 2.04 2.98
H -2.08 3.55 3.17